[1]
DFT (the ωB97M-V functional and the def2-TZVPD basis) results for C22H43CeN2P3Se as an isolated structure.

Positions of all 72 atoms, in Å:
H  0.063101  -5.039271  -4.371539
C  2.473739  1.410578  -2.697372
H  -3.049751  0.169541  0.491053
C  -3.064696  1.209988  0.837586
C  -4.244072  1.844034  1.203485
H  -2.906075  4.943706  1.705010
C  -2.530942  -2.516713  1.876698
C  0.944297  3.742001  -2.114906
C  1.512166  -3.507615  -1.688655
H  2.674978  1.801520  -3.709199
H  2.296651  3.937131  1.871847
H  0.400290  1.602530  -4.539957
C  -3.425112  -0.882822  -2.247415
H  -1.713119  -1.520114  -3.336468
H  -0.256226  -3.124040  -2.840502
Se  1.226521  -1.926492  -0.463173
H  3.360957  -4.194295  -0.758209
H  -0.888106  0.057827  4.195482
H  -0.762033  0.701161  -3.517594
H  1.619359  4.070967  -1.315523
H  -2.542473  0.004510  3.561725
H  2.021182  -6.560161  -4.117223
C  -1.852840  3.171350  1.133099
H  -0.515955  -3.495429  3.505159
C  -2.481288  -1.784872  -2.608358
H  -0.748025  4.873162  1.198497
H  1.304386  0.443893  3.793201
C  0.614079  -3.774030  -2.717084
P  2.330907  1.472843  1.822144
C  -0.212966  1.646460  -3.628641
H  -2.412427  -2.787820  -2.163260
H  -4.238243  -1.108990  -1.563912
H  -5.163289  1.264359  1.216779
H  2.912615  3.284270  0.339610
H  0.134992  3.522944  0.590542
P  -1.089588  -1.461472  2.312542
H  3.977937  3.344909  1.774521
H  3.980731  0.053153  0.715592
H  0.798362  -2.266005  3.646374
H  -2.504269  -2.722381  0.795817
C  3.720839  0.275983  1.764073
H  -0.948119  2.456020  -3.739873
N  -1.857893  1.839966  0.851245
C  0.789614  -4.867223  -3.580815
C  -3.010247  3.880863  1.501713
H  0.845214  2.149177  3.651532
H  0.492659  -0.533938  -1.316420
C  1.696560  1.451956  3.560300
C  2.623141  -4.362891  -1.548511
H  0.615199  -3.192973  2.127106
H  4.626364  0.620148  2.281662
P  0.793105  1.913263  -2.110363
Ce  0.228872  0.322466  0.435928
H  1.333463  4.134086  -3.063723
C  2.947148  3.157841  1.438814
C  -4.214929  3.207387  1.550104
C  0.066583  -2.730762  2.965727
H  3.239321  1.790571  -1.999917
C  -1.670081  -0.608734  3.813481
H  -3.469189  -1.991362  2.107562
H  3.408616  -0.689067  2.197500
H  -0.041871  4.187332  -1.934618
C  2.807082  -5.455870  -2.406909
H  -1.944434  -1.328929  4.592301
H  2.446175  1.719288  4.321762
N  -0.678377  3.867342  1.085135
C  1.885883  -5.720100  -3.435042
H  -3.355363  0.164582  -2.581584
H  2.528636  0.309626  -2.701506
H  -2.495035  -3.466328  2.431707
H  3.671681  -6.118770  -2.297964
H  -5.126375  3.718737  1.851822

Atoms 1-2, force components in eV/Å:
H 0.1 0.1 0.2
C 0.0 -0.4 0.7

Output
LUMO level (alpha / beta): -0.5520 / -0.5519 Ha
HOMO energy (alpha / beta): -19.485 / -19.485 eV
ΔE to the lowest compared entry with this formula, charge and spin: 91.8 kJ/mol
Energy: -132589.9579 eV
Net charge: +4
HOMO-LUMO gap (alpha / beta): 4.46 / 4.47 eV

---

[2]
DFT (the ωB97M-V functional and the def2-TZVPD basis) results for a 8-piece molecular cluster, C22H43F3N3O31S8 overall.

Positions of all 110 atoms, in Å:
S  4.113473  4.267464  6.476736
H  -2.192749  -2.651882  -1.908652
C  -1.647681  1.472378  1.136120
H  -3.161177  -0.913863  -4.192685
H  6.039477  6.309708  -5.107465
O  0.477967  1.608176  2.661857
C  -2.512252  5.421333  2.692719
H  -2.095140  0.439995  -3.837529
O  0.354104  3.979210  -5.348384
C  -0.693883  -7.954520  3.702751
C  6.095411  5.026284  -3.354187
C  3.253312  -9.703028  -0.672587
H  -2.672339  4.343685  2.789195
O  6.128485  5.370963  -1.963846
H  -0.987368  -1.799192  -4.519187
H  -5.509708  3.390319  -2.779145
H  0.734501  -2.446000  -2.047803
C  -6.185134  2.890764  -3.469193
H  0.095887  5.105340  -2.369202
C  -1.350164  -2.772915  -2.607493
H  5.091300  4.663868  -3.589656
H  -1.465504  5.647888  2.882276
O  5.483701  4.576061  6.301296
C  -0.076559  -3.136460  -1.773523
C  0.776070  3.076843  -2.035488
O  2.220657  -11.873668  -2.852116
H  6.822168  4.248628  -3.574609
H  -2.589007  6.922635  1.140596
O  -3.351692  6.080085  3.640872
C  -0.398257  -1.845461  1.454740
O  1.747542  -12.860890  -0.622991
O  6.581095  7.601279  -1.035436
H  1.590802  4.993797  -1.408356
H  -1.562270  -3.597660  -3.297966
O  -5.450674  2.084621  -4.397862
H  0.761210  -3.497677  3.520217
H  1.653687  -1.442708  2.836134
S  -6.391200  0.885244  -4.918630
C  1.789843  -9.567585  -0.307527
O  -7.534343  1.012003  -3.794019
O  3.443611  4.446287  7.710570
F  -2.400625  0.637785  0.460594
H  -2.799432  -0.450184  -2.473379
C  6.396134  6.318741  -4.080387
S  1.307626  3.459777  -4.440514
H  -2.713551  5.250617  0.540220
C  1.031080  4.556154  -2.232087
H  3.474958  -9.199107  -1.616694
O  1.113988  -10.530119  -1.119931
O  0.523684  2.567876  -3.346583
H  -0.558641  -2.622657  4.439264
O  2.460021  2.750243  -4.861596
H  -7.977243  2.415916  -2.330374
H  -6.591248  1.349565  -2.001335
H  0.151410  -1.148221  -0.334915
H  -1.704068  -2.471554  2.643744
S  0.002734  0.775185  1.611896
S  -4.810870  6.315752  2.991691
C  -2.983945  5.925945  1.349945
H  -0.877102  -9.017915  3.830335
O  -5.697720  -0.340333  -4.728115
H  -2.638458  -7.030807  3.403387
H  1.405911  -8.569600  -0.502266
C  0.698083  -1.217170  3.331094
O  1.774140  4.642766  -3.450008
C  -7.116151  1.920002  -2.771832
C  -2.394723  -0.561476  -3.493304
O  -5.669454  5.272379  3.421200
H  1.904689  2.620134  5.391230
H  -0.073690  2.882281  -1.387524
C  2.888180  2.745070  4.930206
F  -2.284397  1.696881  2.292289
H  3.865622  4.124402  3.575735
H  -0.277533  -0.891851  -3.181624
H  -6.743311  3.639031  -4.035995
H  3.913891  -9.322953  0.102774
C  -1.741580  -7.282201  2.842959
O  0.993047  0.785807  0.554001
O  3.263940  5.010168  5.324974
O  0.817406  -6.534213  0.881505
H  2.110073  4.377403  3.717549
O  5.719999  7.328869  -3.325129
H  1.658545  2.571128  -1.636061
H  -0.617011  -7.479713  4.683238
O  -0.359000  -3.181093  -0.354458
H  0.218971  -4.143576  -2.086020
S  0.479228  -6.325689  2.244510
O  -6.948745  1.262308  -6.162909
O  -4.402462  6.023421  1.457855
O  3.869317  2.755424  5.965904
H  1.618589  -9.824577  0.741067
F  -1.526911  2.638085  0.533847
C  -1.153596  -1.496321  -3.475086
O  3.451099  -11.106156  -0.860640
H  -2.011512  -7.901538  1.985597
C  3.011428  4.096502  4.256964
S  2.101180  -11.763368  -1.444842
O  4.238676  6.857540  -1.424113
H  0.796220  -0.575467  4.204892
O  -1.103814  -6.089950  2.352954
O  -5.146273  7.682020  3.127204
O  0.539595  -7.733650  3.002374
N  -0.828961  -2.900490  2.320485
N  -0.257620  -0.728717  2.296799
C  0.062182  -2.654784  3.538367
H  3.072896  1.922599  4.242098
O  1.133916  -5.351118  3.052820
S  5.615688  6.887905  -1.784148
H  7.465234  6.541218  -4.070038
N  -0.166935  -1.961675  0.207800

Atoms 1-2, force components in eV/Å:
S -0.1 0.0 -0.2
H 0.2 -0.1 -0.3

Output
LUMO level: -0.1644 Ha
HOMO energy: -12.777 eV
Energy: -186270.1345 eV
Net charge: +1
HOMO-LUMO gap: 8.30 eV

---

[3]
DFT (the ωB97M-V functional and the def2-TZVPD basis) results for a 2-piece molecular cluster, C22H43IN3O7S2 overall.

Positions of all 78 atoms, in Å:
C  -0.221157  2.572410  2.076422
O  2.929041  -1.674874  -3.709982
H  -5.454858  1.372317  2.869701
C  -4.791887  -0.884524  -0.102170
H  6.152673  0.901966  -5.893227
C  -4.660023  -2.455854  1.796580
N  -4.260703  -1.248659  2.313482
H  4.050227  0.586232  -4.512394
C  4.407674  -2.270839  -0.083156
H  -6.214181  1.363581  1.123034
H  0.005190  3.720266  1.860437
C  2.867558  -1.734619  0.152629
H  -1.969070  4.207562  0.317430
O  -5.301887  -3.620023  1.517151
C  4.067236  0.415128  -5.594057
H  1.422253  -3.608942  -5.349174
H  0.371247  1.407610  4.045961
C  -1.775127  2.535470  2.663841
H  2.730784  2.265240  1.789653
C  1.571062  -2.605165  -5.753948
H  -0.078002  1.965903  1.085785
O  4.173827  -2.831544  -5.586698
H  -1.655048  2.647258  3.846430
H  3.745009  1.345944  -6.073241
H  -5.768638  -1.369373  -0.526771
C  2.292084  1.589861  2.668491
C  2.042834  0.087427  1.981164
O  -6.877711  -0.213784  2.399766
C  -2.160519  3.443479  -0.576762
O  3.129237  -0.587446  -5.960240
C  -5.773157  0.657168  1.976178
I  -1.243605  -1.853671  0.588167
H  2.369962  -2.398109  1.002856
H  1.100364  3.138662  3.878487
H  0.896661  0.030191  1.751539
H  -1.160524  2.850517  -0.710840
C  -2.486863  -0.194793  -0.108854
S  3.104226  -1.979797  -5.113282
C  -3.161435  0.855724  0.951629
N  -3.644685  -0.888866  -0.857561
C  -2.516280  1.069318  2.443081
H  -6.342105  -0.454485  4.557076
H  -2.236774  0.377109  -2.165583
H  5.854960  -0.807804  -5.552660
C  5.464717  0.070281  -6.073786
H  5.460961  -0.163269  -7.143330
H  -3.546408  -1.328169  -1.805645
H  -3.346160  1.018203  3.300507
H  2.182586  0.393661  -0.296148
H  5.691576  -3.090901  3.083923
O  -4.587508  3.364792  0.723678
H  5.588098  -0.730888  1.306190
C  -7.180985  0.012202  3.851668
H  2.198216  -1.928517  -0.816110
C  4.822161  -2.454865  2.603596
H  4.574453  -1.580767  3.343316
H  -2.425626  3.451103  2.326004
N  -1.674764  0.324500  -1.286879
H  -7.343529  1.170686  4.087804
H  0.759982  -1.948524  -5.436532
O  -4.396630  2.041193  -1.381843
H  -2.463106  4.106806  -1.499475
S  -3.637430  2.385711  -0.070967
H  3.084172  1.414301  3.536999
C  0.863481  2.146811  3.270047
H  -1.711111  0.261345  2.752964
H  4.429482  -3.449899  -0.198291
H  1.634560  -2.649908  -6.842862
H  6.502599  -2.345228  0.956486
C  2.836508  -0.113180  0.558196
H  -0.786089  -0.231124  -1.421616
H  3.869095  -3.137822  2.470563
C  -4.480515  -0.107724  1.322265
H  3.891095  0.391817  0.502207
H  2.264417  -0.773838  2.774790
H  4.747986  -1.844214  -1.135758
H  -8.232002  -0.503354  4.057228
C  5.415852  -1.894394  1.154440

Atoms 1-2, force components in eV/Å:
C 0.0 1.1 0.9
O 0.4 -0.2 -0.7

Output
LUMO level: -0.1932 Ha
HOMO energy: -12.362 eV
Energy: -72064.3633 eV
Net charge: +1
HOMO-LUMO gap: 7.11 eV